Molecular formula: C3H3Br
Method: DFT, ωB97M-V/def2-TZVPD

largest force on an atom = 3.9 eV Å⁻¹
gap between HOMO and LUMO = 9.703 eV
ΔE to the lowest compared entry with this formula, charge and spin = 149.7 kJ/mol
E = -73198.4265 eV
SMILES = BrC1=CC1
LUMO energy = -0.003 Eh
total charge = 0

CARTESIAN COORDINATES (ANGSTROEM)
Br  2.23  1.43  1.07
C  0.63  0.32  0.22
C  0.31  -0.64  -0.58
C  -0.88  0.15  0.09
H  0.50  -1.46  -1.20
H  -1.55  0.64  -0.53
H  -1.25  -0.44  0.92

Molecular formula: C22H20N2O4
Method: DFT, ωB97M-V/def2-TZVPD

largest force on an atom = 1.2 eV Å⁻¹
gap between HOMO and LUMO = 8.211 eV
ΔE to the lowest compared entry with this formula, charge and spin = 261.0 kJ/mol
E = -34307.6708 eV
SMILES = O=C(N/N=C/c1cccc(O)c1)c1ccc(COc2ccc3c(c2)CCC3)o1
LUMO energy = 0.001 Eh
total charge = 0

CARTESIAN COORDINATES (ANGSTROEM)
O  0.32  -2.74  -2.12
C  0.98  -1.86  -1.60
N  2.24  -2.15  -1.13
N  3.11  -1.24  -0.68
C  4.27  -1.62  -0.29
C  5.25  -0.66  0.18
C  6.45  -1.11  0.73
C  7.39  -0.20  1.18
C  7.15  1.16  1.10
C  5.95  1.61  0.55
O  5.75  2.96  0.49
C  5.00  0.71  0.10
C  0.52  -0.49  -1.43
C  0.88  0.53  -0.58
C  -0.02  1.59  -0.82
C  -0.87  1.15  -1.80
C  -2.04  1.82  -2.45
O  -2.91  2.41  -1.52
C  -3.59  1.59  -0.65
C  -4.37  2.26  0.30
C  -5.11  1.55  1.23
C  -5.06  0.17  1.22
C  -4.29  -0.49  0.28
C  -3.55  0.20  -0.66
C  -4.40  -1.98  0.45
C  -5.00  -2.12  1.86
C  -5.76  -0.81  2.11
O  -0.56  -0.10  -2.16
H  2.52  -3.13  -1.21
H  4.56  -2.67  -0.29
H  6.65  -2.17  0.79
H  8.32  -0.55  1.60
H  7.87  1.88  1.44
H  4.89  3.14  0.09
H  4.07  1.05  -0.33
H  1.68  0.50  0.14
H  -0.05  2.54  -0.33
H  -1.70  2.65  -3.08
H  -2.56  1.09  -3.09
H  -4.38  3.34  0.28
H  -5.71  2.08  1.96
H  -2.96  -0.35  -1.38
H  -3.44  -2.49  0.34
H  -5.08  -2.38  -0.31
H  -5.63  -3.00  1.95
H  -4.19  -2.21  2.58
H  -5.75  -0.52  3.16
H  -6.81  -0.91  1.80

Molecular formula: C6H16
Method: DFT, ωB97M-V/def2-TZVPD

largest force on an atom = 1.3 eV Å⁻¹
gap between HOMO and LUMO = 12.183 eV
ΔE to the lowest compared entry with this formula, charge and spin = 69.9 kJ/mol
E = -6480.9338 eV
SMILES = CCC.CCC
LUMO energy = 0.038 Eh
total charge = 0

CARTESIAN COORDINATES (ANGSTROEM)
C  -2.06  1.68  -0.94
C  -1.88  0.17  -0.91
C  -3.22  -0.49  -0.59
H  -1.97  2.14  0.05
H  -1.29  2.24  -1.47
H  -2.98  2.02  -1.42
H  -1.14  -0.05  -0.14
H  -1.43  -0.17  -1.84
H  -3.80  0.14  0.08
H  -3.21  -1.50  -0.17
H  -3.75  -0.65  -1.54
C  2.87  0.66  1.18
C  2.45  -0.81  1.30
C  2.02  -1.44  -0.01
H  3.12  0.97  0.17
H  2.14  1.35  1.62
H  3.74  0.90  1.80
H  1.63  -0.84  2.03
H  3.20  -1.39  1.84
H  1.13  -0.91  -0.37
H  1.57  -2.43  0.01
H  2.86  -1.59  -0.69

Molecular formula: C4H7NO2
Method: DFT, ωB97M-V/def2-TZVPD

largest force on an atom = 3.8 eV Å⁻¹
gap between HOMO and LUMO = 10.050 eV
ΔE to the lowest compared entry with this formula, charge and spin = 721.5 kJ/mol
E = -9839.8019 eV
SMILES = C=[N+]([O-])O.C#CC
LUMO energy = 0.027 Eh
total charge = 0

CARTESIAN COORDINATES (ANGSTROEM)
C  -1.60  -0.43  -1.05
N  -2.47  -0.19  -0.12
O  -3.49  0.50  0.02
O  -2.07  -0.85  1.07
H  -1.79  -0.04  -2.10
H  -0.69  -1.07  -0.83
H  -2.47  -0.84  1.93
C  1.76  -1.51  -0.09
C  1.63  -0.33  0.16
C  1.26  1.06  0.43
H  2.14  -2.42  -0.46
H  1.70  1.35  1.37
H  0.28  1.00  0.71
H  1.55  1.49  -0.55

Molecular formula: C60H74N2NaO6S
Method: DFT, ωB97M-V/def2-TZVPD

largest force on an atom = 0.3 eV Å⁻¹
gap between HOMO and LUMO = 5.639 eV
E = -93944.6398 eV
LUMO energy = 0.072 Eh
total charge = -1

CARTESIAN COORDINATES (ANGSTROEM)
Na  -0.44  0.13  -0.41
C  -3.75  1.27  -0.47
O  -2.40  1.40  -0.08
C  -2.13  2.53  0.67
C  -1.73  3.70  0.03
C  -1.55  3.79  -1.47
C  -0.11  4.05  -1.85
C  0.35  5.30  -2.23
C  1.69  5.56  -2.49
C  2.58  4.49  -2.34
C  2.16  3.23  -1.96
C  3.11  2.10  -1.63
C  3.22  1.97  -0.12
C  3.76  3.04  0.59
C  3.80  3.07  1.98
C  3.30  1.97  2.66
C  2.78  0.86  2.00
C  2.26  -0.30  2.82
C  1.02  0.08  3.61
C  1.13  0.51  4.92
C  0.05  1.04  5.63
C  -1.15  1.17  4.92
C  -1.29  0.76  3.61
C  -2.51  1.15  2.80
C  -2.22  2.45  2.06
C  -1.95  3.60  2.80
C  -1.56  4.79  2.20
C  -1.44  4.82  0.82
C  -1.25  6.00  3.08
C  -0.17  5.63  4.11
C  -0.74  7.19  2.27
C  -2.52  6.43  3.83
C  -0.23  0.11  2.94
O  -0.38  -0.41  1.76
C  0.13  1.50  7.08
C  1.53  1.29  7.67
C  -0.20  2.99  7.18
C  -0.87  0.71  7.94
C  2.75  0.87  0.60
O  2.22  -0.22  -0.06
C  3.18  -1.19  -0.44
C  4.37  4.31  2.67
C  3.61  5.56  2.20
C  4.24  4.22  4.20
C  5.85  4.46  2.32
C  0.79  2.96  -1.71
O  0.42  1.80  -1.33
C  2.22  6.94  -2.88
C  1.11  7.98  -3.00
C  2.95  6.87  -4.23
C  3.21  7.43  -1.81
H  -4.07  2.14  -1.05
H  -3.81  0.37  -1.07
H  -4.40  1.17  0.41
H  -1.88  2.86  -1.93
H  -2.17  4.61  -1.86
H  -0.38  6.10  -2.32
H  3.65  4.64  -2.50
H  2.72  1.17  -2.05
H  4.10  2.30  -2.05
H  4.10  3.89  0.01
H  3.28  1.96  3.74
H  2.05  -1.13  2.16
H  3.04  -0.60  3.52
H  2.10  0.45  5.40
H  -2.00  1.64  5.40
H  -2.74  0.37  2.08
H  -3.37  1.29  3.45
H  -2.00  3.53  3.88
H  -1.09  5.71  0.31
H  0.74  5.30  3.60
H  0.07  6.49  4.74
H  -0.49  4.81  4.75
H  0.18  6.95  1.73
H  -1.48  7.53  1.54
H  -0.53  8.03  2.94
H  -2.90  5.62  4.45
H  -2.31  7.29  4.47
H  -3.30  6.71  3.12
H  2.28  1.86  7.13
H  1.54  1.62  8.72
H  1.81  0.23  7.65
H  0.51  3.58  6.59
H  -1.20  3.21  6.81
H  -0.14  3.33  8.22
H  -0.64  -0.36  7.90
H  -0.83  1.03  8.98
H  -1.89  0.84  7.57
H  3.92  -0.76  -1.12
H  3.70  -1.59  0.44
H  2.64  -1.99  -0.94
H  2.55  5.46  2.43
H  3.99  6.45  2.70
H  3.70  5.71  1.13
H  3.20  4.14  4.50
H  4.79  3.36  4.59
H  4.66  5.12  4.65
H  5.99  4.56  1.24
H  6.27  5.35  2.80
H  6.42  3.58  2.65
H  0.38  7.69  -3.76
H  0.58  8.10  -2.05
H  1.53  8.94  -3.27
H  2.26  6.54  -5.01
H  3.35  7.85  -4.52
H  3.78  6.16  -4.20
H  2.72  7.50  -0.84
H  4.05  6.74  -1.71
H  3.61  8.42  -2.08
O  -2.04  -1.53  -0.86
S  -2.17  -2.58  0.20
C  -2.61  -4.08  -0.67
C  -2.59  -4.08  -2.05
C  -2.86  -5.26  -2.73
C  -3.15  -6.42  -2.03
C  -3.15  -6.41  -0.64
C  -2.88  -5.24  0.05
C  -3.75  -2.27  0.99
C  -4.90  -2.02  0.24
C  -6.07  -1.69  0.90
C  -6.08  -1.59  2.29
C  -4.93  -1.83  3.02
C  -3.75  -2.16  2.37
H  -2.34  -3.16  -2.57
H  -2.85  -5.27  -3.82
H  -3.36  -7.34  -2.56
H  -3.37  -7.32  -0.09
H  -2.87  -5.22  1.13
H  -4.86  -2.09  -0.84
H  -6.97  -1.49  0.34
H  -7.00  -1.32  2.80
H  -4.94  -1.73  4.10
H  -2.82  -2.30  2.91
C  2.33  -5.53  0.04
N  1.71  -4.85  1.16
C  0.93  -3.73  0.90
N  0.54  -3.02  1.98
O  0.57  -3.46  -0.24
H  2.57  -6.55  0.33
H  3.24  -5.03  -0.31
H  1.62  -5.55  -0.78
H  2.24  -4.82  2.01
H  0.97  -3.20  2.87
H  0.17  -2.06  1.82

Molecular formula: C55H33N15SW
Method: DFT, ωB97M-V/def2-TZVPD

largest force on an atom = 1.6 eV Å⁻¹
gap between HOMO and LUMO (alpha / beta) = 4.469 / 4.463 eV
E = -92578.3567 eV
LUMO energy (alpha / beta) = -0.037 / -0.037 Eh
total charge = 0

CARTESIAN COORDINATES (ANGSTROEM)
W  0.18  -0.07  -0.21
C  1.47  -1.00  6.60
C  1.84  0.36  6.57
C  1.70  1.12  5.42
C  1.19  0.49  4.30
C  0.86  1.01  2.96
N  0.75  2.26  2.77
C  0.37  2.80  1.59
C  -0.09  4.14  1.48
C  -0.38  5.13  2.43
C  -0.86  6.34  1.97
C  -1.04  6.57  0.58
C  -0.75  5.61  -0.35
C  -0.28  4.37  0.11
C  0.12  3.19  -0.56
N  0.46  3.18  -1.88
C  1.11  2.18  -2.32
N  1.26  0.94  -1.69
C  2.38  0.32  -2.23
N  2.76  -0.83  -1.81
C  1.63  -1.43  -1.19
N  0.77  -2.72  0.61
C  -0.42  -2.33  1.37
N  -0.31  -2.25  2.70
C  0.31  -1.15  2.99
N  0.46  -0.07  2.12
C  0.82  -0.83  4.33
C  0.95  -1.61  5.47
C  -1.51  -2.09  0.55
C  -3.00  -2.17  0.79
C  -3.78  -1.55  -0.35
C  -3.28  -1.19  -1.53
C  -1.85  -1.49  -1.89
C  -1.03  -1.61  -0.68
C  2.91  1.14  -3.32
C  3.96  0.94  -4.20
C  4.14  1.86  -5.22
C  3.28  2.96  -5.34
C  2.24  3.17  -4.45
C  2.06  2.23  -3.44
N  0.44  2.21  0.37
H  1.60  -1.56  7.51
H  2.24  0.81  7.47
H  1.97  2.17  5.40
H  -0.22  4.95  3.48
H  -1.09  7.12  2.68
H  -1.42  7.54  0.26
H  -0.88  5.80  -1.41
H  0.65  -2.65  5.47
H  -3.29  -3.21  0.90
H  -4.83  -1.40  -0.16
H  -3.93  -0.76  -2.29
H  -1.85  -2.40  -2.49
H  4.61  0.08  -4.09
H  4.94  1.73  -5.93
H  3.45  3.67  -6.14
H  1.58  4.03  -4.53
C  2.88  -3.84  0.30
C  2.60  -4.26  -0.95
C  1.68  -3.77  -1.98
C  1.19  -2.53  -2.12
N  1.65  -1.63  0.21
C  2.12  -2.79  1.02
N  0.65  -2.09  -3.34
C  -0.09  -1.09  -3.55
N  -1.06  -0.50  -2.67
C  -1.52  0.70  -3.23
N  -2.21  1.62  -2.69
C  -2.48  1.74  -1.32
C  -3.46  2.69  -1.00
C  -3.79  2.94  0.31
C  -3.18  2.18  1.30
C  -2.24  1.26  0.91
N  -1.84  1.06  -0.36
C  -0.94  0.81  -4.58
C  -1.06  1.81  -5.52
C  -0.31  1.69  -6.69
C  0.55  0.61  -6.88
C  0.68  -0.38  -5.92
C  -0.09  -0.27  -4.78
H  3.66  -4.33  0.86
H  3.18  -5.11  -1.27
H  1.48  -4.46  -2.80
H  2.41  -2.53  2.03
H  -3.90  3.23  -1.82
H  -4.51  3.70  0.56
H  -3.42  2.29  2.35
H  -1.76  0.64  1.66
H  -1.71  2.66  -5.34
H  -0.38  2.45  -7.45
H  1.14  0.56  -7.79
H  1.37  -1.21  -6.03
C  -7.16  -2.29  5.65
C  -6.46  -2.79  4.42
C  -6.82  -3.98  3.79
C  -6.09  -4.33  2.67
N  -5.08  -3.60  2.20
C  -4.83  -2.48  2.87
S  -3.49  -1.43  2.39
N  -5.47  -2.04  3.95
H  -8.13  -2.78  5.78
H  -7.30  -1.22  5.59
H  -6.55  -2.50  6.52
H  -7.63  -4.59  4.15
H  -6.31  -5.25  2.13

Molecular formula: C8H15N
Method: DFT, ωB97M-V/def2-TZVPD

largest force on an atom = 7.2 eV Å⁻¹
gap between HOMO and LUMO = 9.216 eV
ΔE to the lowest compared entry with this formula, charge and spin = 550.8 kJ/mol
E = -10023.6670 eV
SMILES = C[C@@H]1C[C@H]2N[C@@H]2C1(C)C
LUMO energy = 0.034 Eh
total charge = 0

CARTESIAN COORDINATES (ANGSTROEM)
C  1.53  1.39  0.58
C  0.44  0.87  -0.36
C  -0.98  1.67  -0.49
C  -1.66  0.62  0.35
N  -2.47  -0.69  0.42
C  -1.39  -0.55  -0.35
C  0.12  -0.64  -0.11
C  1.06  -1.49  -1.09
C  0.50  -1.24  1.31
H  1.66  2.52  0.35
H  1.21  1.42  1.57
H  2.44  0.85  0.22
H  0.94  0.83  -1.38
H  -1.06  2.70  -0.06
H  -1.32  1.79  -1.61
H  -1.53  0.76  1.42
H  -3.36  -0.84  -0.17
H  -1.57  -0.59  -1.51
H  1.02  -2.56  -0.70
H  0.50  -1.57  -2.17
H  2.01  -0.93  -1.15
H  1.55  -1.26  1.38
H  0.18  -2.32  1.29
H  0.18  -0.73  2.25

Molecular formula: C5H12N3
Method: DFT, ωB97M-V/def2-TZVPD

largest force on an atom = 1.3 eV Å⁻¹
gap between HOMO and LUMO = 10.365 eV
ΔE to the lowest compared entry with this formula, charge and spin = 25.6 kJ/mol
E = -9843.9465 eV
LUMO energy = -0.103 Eh
total charge = +1

CARTESIAN COORDINATES (ANGSTROEM)
N  1.48  1.53  -0.03
C  2.51  0.54  0.29
C  2.06  2.73  -0.62
H  0.82  1.11  -0.70
H  3.15  0.95  1.09
H  3.14  0.28  -0.57
H  2.02  -0.38  0.66
H  2.69  2.51  -1.51
H  1.26  3.42  -0.92
H  2.69  3.22  0.14
C  1.07  2.92  3.50
C  0.21  3.18  4.53
C  -0.96  2.25  2.88
N  0.32  2.35  2.50
N  -1.03  2.76  4.12
H  2.14  3.10  3.40
H  0.38  3.63  5.52
H  -1.78  1.84  2.30
H  0.68  2.04  1.58
H  -1.90  2.81  4.68

Molecular formula: C45H42MoN3O3S
Method: DFT, ωB97M-V/def2-TZVPD

largest force on an atom = 2.0 eV Å⁻¹
gap between HOMO and LUMO = 7.340 eV
E = -70648.9395 eV
LUMO energy = -0.110 Eh
total charge = +1

CARTESIAN COORDINATES (ANGSTROEM)
Mo  -0.22  -0.49  0.46
O  0.20  -2.19  0.82
C  -0.26  -3.47  0.43
C  -1.62  -3.58  1.11
C  -2.65  -2.59  0.61
C  -3.87  -3.08  0.19
C  -4.86  -2.21  -0.24
C  -4.60  -0.86  -0.17
C  -3.37  -0.41  0.29
C  -3.16  1.07  0.44
C  -2.17  1.63  -0.60
O  -1.00  0.86  -0.39
C  -2.66  1.42  -2.03
C  -2.41  0.22  -2.69
C  -2.89  0.00  -3.97
C  -3.63  0.99  -4.61
C  -3.89  2.19  -3.96
C  -3.40  2.40  -2.68
C  -1.80  3.07  -0.29
C  -0.50  3.51  -0.57
C  -0.12  4.81  -0.29
C  -1.03  5.70  0.28
C  -2.32  5.27  0.55
C  -2.70  3.97  0.27
N  -2.37  -1.27  0.62
C  -0.33  -3.46  -1.10
C  0.65  -2.77  -1.81
C  0.60  -2.70  -3.20
C  -0.42  -3.33  -3.89
C  -1.38  -4.05  -3.19
C  -1.33  -4.12  -1.81
C  0.70  -4.54  0.92
C  1.77  -4.20  1.74
C  2.65  -5.19  2.19
C  2.45  -6.51  1.82
C  1.38  -6.85  1.00
C  0.51  -5.86  0.55
H  -1.43  -3.40  2.17
H  -2.02  -4.59  1.03
H  -4.05  -4.15  0.21
H  -5.81  -2.58  -0.61
H  -5.35  -0.13  -0.46
H  -2.74  1.28  1.42
H  -4.13  1.56  0.35
H  -1.83  -0.56  -2.21
H  -2.68  -0.93  -4.47
H  -4.00  0.83  -5.61
H  -4.45  2.96  -4.46
H  -3.59  3.35  -2.19
H  0.21  2.82  -1.01
H  0.89  5.14  -0.51
H  -0.73  6.72  0.50
H  -3.03  5.96  0.99
H  -3.71  3.66  0.50
H  1.47  -2.30  -1.28
H  1.37  -2.15  -3.73
H  -0.46  -3.28  -4.97
H  -2.16  -4.57  -3.73
H  -2.09  -4.69  -1.29
H  1.93  -3.17  2.04
H  3.48  -4.93  2.82
H  3.13  -7.28  2.16
H  1.22  -7.88  0.71
H  -0.31  -6.13  -0.10
C  2.99  4.30  2.25
C  3.06  3.21  3.31
N  1.85  2.36  3.36
C  0.95  2.60  4.49
C  0.10  3.85  4.28
C  1.63  1.46  2.41
S  0.10  0.57  2.51
N  2.59  1.37  1.48
C  2.56  0.69  0.36
O  1.56  0.04  -0.12
C  3.77  0.70  -0.48
C  4.98  1.18  0.02
C  6.11  1.18  -0.77
C  6.04  0.71  -2.08
C  4.84  0.23  -2.58
C  3.71  0.22  -1.79
H  3.89  4.91  2.30
H  2.13  4.96  2.42
H  2.91  3.87  1.26
H  3.17  3.65  4.30
H  3.92  2.57  3.12
H  1.57  2.70  5.38
H  0.31  1.73  4.63
H  0.72  4.75  4.22
H  -0.58  3.97  5.12
H  -0.48  3.76  3.36
H  5.02  1.55  1.04
H  7.05  1.55  -0.38
H  6.93  0.71  -2.70
H  4.79  -0.14  -3.60
H  2.77  -0.14  -2.17

- What is the formula in the sixth record?
  C55H33N15SW

- Look up the largest force on an atom of the eighth one.
  1.3 eV Å⁻¹

- Which of these has the highest E?
  C6H16

- Among the records above, which one has the lowest largest force on an atom?
  C60H74N2NaO6S